1.
The following is a quantum chemistry calculation of a molecular structure, C28H38BFGe2N8Pd, from OMol25.

Computed properties:
⟨S²⟩: 8.806
Total charge: +3
Highest occupied orbital energy (alpha / beta): -15.424 / -16.871 eV
Spin multiplicity: 6

The geometry in XYZ format:
```
79
Properties=species:S:1:pos:R:3:forces:R:3
Pd -0.40769 -0.94209 0.31846 -0.0215 -0.0878 0.2114
C 0.34017 -3.28560 3.89119 0.0217 0.0075 0.0092
C 0.78670 -2.39591 2.91410 -0.0245 0.0311 0.0830
N -0.23106 -2.00163 2.15983 -0.0405 -0.0068 -0.1337
N -1.34226 -2.62814 2.60126 0.0390 -0.2179 -0.0959
C -1.00614 -3.41117 3.65336 -0.0314 0.0667 0.0083
B -2.64222 -2.60319 1.76557 0.0791 0.1824 0.0098
N -2.40348 -3.22373 0.36279 -0.0189 -0.0339 0.0572
C -3.02690 -4.16675 -0.37918 -0.0091 0.0306 -0.0128
C -2.39734 -4.27428 -1.59676 -0.0483 0.0244 -0.0128
C -1.38309 -3.32030 -1.55068 -0.0437 0.0389 -0.0074
N -1.40235 -2.69240 -0.38092 0.1514 -0.0497 0.0448
N -3.13486 -1.15600 1.56219 -0.1641 -0.0802 -0.0768
C -4.36588 -0.61165 1.66461 0.0044 0.0461 -0.0044
C -4.34191 0.65006 1.11614 0.0124 0.0034 0.0298
C -3.03141 0.81528 0.67503 -0.0480 0.0768 0.0599
N -2.31998 -0.27331 0.94048 0.1768 -0.0331 -0.0336
N -3.68782 -3.39977 2.61565 -0.0588 -0.0622 -0.0577
C -4.06241 -4.64333 2.63814 0.0760 0.0477 -0.0008
C -4.92247 -4.82708 3.78296 -0.0665 -0.0215 0.0901
C -4.95208 -3.54186 4.40039 0.0847 -0.0120 -0.1187
N -4.22221 -2.69748 3.73807 -0.0937 0.0171 0.1326
H 0.91675 -3.75620 4.66775 -0.0001 -0.0036 -0.0023
H 1.78315 -2.02750 2.73848 0.0085 0.0231 -0.0052
H -1.73878 -3.98571 4.19312 0.0043 -0.0151 -0.0099
H -3.90677 -4.68131 -0.03814 -0.0143 -0.0287 0.0388
H -2.64945 -4.93496 -2.40723 0.0042 -0.0013 -0.0013
H -0.66126 -3.05361 -2.30566 0.0180 -0.0098 0.0111
H -5.17839 -1.13299 2.13946 0.0161 0.0035 -0.0223
H -5.15132 1.35618 1.06185 -0.0034 -0.0039 0.0023
H -2.57833 1.67116 0.20343 0.0196 -0.0184 0.0149
H -3.72804 -5.38884 1.93518 0.0117 -0.0090 -0.0399
H -5.40811 -5.74147 4.08988 0.0015 -0.0031 -0.0108
H -5.47455 -3.24042 5.29554 -0.0025 0.0015 0.0062
C 4.44314 -2.06376 -0.94436 0.0060 -0.0004 -0.0080
C 2.91321 -1.96552 -0.92371 -0.0065 0.0431 0.0013
Ge 2.29502 -0.29274 -0.05807 0.0352 0.1624 -0.1248
C 2.97585 0.31646 1.69163 -0.0667 -0.0336 -0.0257
C 4.34443 -0.24514 2.07857 -0.0076 -0.0199 0.0385
C 2.79794 1.23908 -1.22138 -0.0111 0.0287 0.0615
C 2.11077 2.39449 -1.50686 -0.0130 -0.0184 0.0575
Ge 0.17163 2.42320 -1.04871 0.0206 0.0430 -0.0354
C -0.62869 4.11549 -0.53182 0.0552 -0.0192 0.0555
C -1.56640 4.80366 -1.52628 -0.0259 -0.0139 0.0221
C -0.72159 1.20035 -2.27217 0.0390 0.0686 -0.1308
C -0.94820 1.87648 -3.63542 -0.0103 -0.0747 -0.0156
C 2.75117 3.50881 -2.13741 0.0340 -0.0359 -0.0444
C 4.17396 3.69703 -2.09216 -0.0360 -0.0132 -0.0153
C 4.75431 4.77517 -2.69534 0.0327 -0.0278 0.0179
C 3.95489 5.70212 -3.38418 -0.0168 0.0256 -0.0181
C 2.55476 5.54915 -3.44721 -0.0083 -0.0019 -0.0067
C 1.96773 4.48981 -2.82059 0.0101 0.0223 0.0076
H 4.73752 -2.92320 -1.54831 0.0003 -0.0018 0.0017
H 4.85743 -2.20205 0.05132 0.0054 0.0029 0.0041
H 4.91155 -1.18490 -1.39030 -0.0014 -0.0012 -0.0019
H 2.46481 -2.81738 -0.41188 0.0121 -0.0027 0.0076
H 2.51072 -1.94152 -1.93790 -0.0307 -0.0233 0.0117
H 2.22315 0.09359 2.44850 0.0009 0.0091 0.0073
H 2.99562 1.40449 1.61345 0.0238 0.0064 0.0123
H 4.31620 -1.32437 2.23569 0.0036 0.0011 -0.0119
H 4.67710 0.21097 3.01121 -0.0010 -0.0077 0.0035
H 5.10560 -0.04064 1.32579 0.0013 0.0071 -0.0034
H 3.81947 1.16888 -1.59887 0.0113 -0.0089 0.0070
H 0.18802 4.77145 -0.22186 -0.0240 0.0438 -0.0379
H -1.17130 3.87394 0.38651 0.0129 0.0089 0.0139
H -1.07839 5.08519 -2.45980 0.0168 -0.0044 0.0036
H -1.95579 5.71861 -1.08206 -0.0081 0.0031 -0.0197
H -2.42145 4.17628 -1.78033 0.0040 -0.0058 0.0048
H -1.66534 0.83422 -1.86159 -0.0080 0.0525 0.0217
H -0.05545 0.33953 -2.40323 -0.0323 -0.0266 0.0505
H -1.61283 2.73602 -3.55644 -0.0017 -0.0059 0.0005
H -1.39809 1.17811 -4.33938 -0.0009 0.0107 -0.0085
H -0.00754 2.21157 -4.07862 0.0032 0.0025 0.0076
H 4.79044 2.99706 -1.54656 -0.0040 -0.0133 0.0078
H 5.82413 4.92305 -2.64592 0.0011 -0.0025 -0.0017
H 4.42013 6.54974 -3.87152 -0.0028 0.0019 0.0006
H 1.96085 6.27288 -3.98822 -0.0005 -0.0017 0.0017
H 0.89339 4.36856 -2.86881 -0.0200 0.0074 -0.0075
F 0.25791 1.54179 0.52824 -0.0315 -0.0891 -0.0759
```
Forces are in eV/Å.



2.
The following is a quantum chemistry calculation of a molecular structure, C36H31Br2Cl2CoF4IN3P, from OMol25.

Computed properties:
⟨S²⟩: 6.077
Total charge: +1
Highest occupied orbital energy (alpha / beta): -10.248 / -11.097 eV
Spin multiplicity: 5
Relative energy (zero: lowest compared OMol25 entry of this formula, charge and spin): 0.000 eV

The geometry in XYZ format:
```
81
Properties=species:S:1:pos:R:3:forces:R:3
Co 0.12980 -0.33124 -0.09034 0.4737 0.3163 0.1426
F -5.43039 -4.25493 -1.54429 -0.0425 -0.0379 0.0008
C -4.59446 -3.23450 -1.57323 -0.0569 -0.0541 -0.0225
C -4.63361 -2.32807 -2.61228 -0.0622 -0.0164 -0.0689
F -5.52061 -2.47390 -3.58196 -0.0336 -0.0085 -0.0392
C -3.74920 -1.26311 -2.63142 0.0480 0.0895 -0.0658
F -3.87310 -0.41198 -3.64589 0.0746 0.0405 0.0468
C -2.79162 -1.06985 -1.64308 0.0523 0.0358 0.0358
P -1.54669 0.28723 -1.74673 -0.3042 -0.0689 -0.2112
C -2.55351 1.79175 -1.55877 0.0495 -0.0452 -0.0173
C -3.86052 1.77128 -1.08436 -0.0176 0.0245 -0.0128
C -4.57100 2.95732 -0.95286 -0.0153 -0.0281 0.0477
C -3.97752 4.16709 -1.27961 0.0230 0.0112 0.0144
C -2.66368 4.19507 -1.73111 -0.0163 0.0004 -0.0059
C -1.95388 3.01328 -1.86888 0.0677 0.0249 0.0959
C -1.06601 0.27410 -3.51232 0.0455 -0.0806 0.0280
C -0.22789 -0.75800 -3.92704 -0.0481 -0.0448 -0.0312
C 0.17440 -0.86031 -5.25122 -0.0115 0.0208 0.0700
C -0.25640 0.07984 -6.17514 -0.0308 0.0122 0.0106
C -1.10369 1.10399 -5.77197 0.0071 0.0130 -0.0248
C -1.51461 1.20036 -4.45174 0.0004 0.0837 0.0642
C -2.80245 -1.99121 -0.59377 0.1249 0.1269 0.0420
Br -1.66330 -1.82668 0.91347 -0.0889 -0.1243 0.0957
C -3.67847 -3.05364 -0.55333 0.0270 -0.0893 0.1221
F -3.66602 -3.91693 0.45794 -0.0157 0.0002 -0.0172
H -4.33085 0.83523 -0.80906 -0.0171 0.0108 -0.0325
H -5.59358 2.93332 -0.59401 0.0674 -0.0034 -0.0141
H -4.53524 5.08997 -1.17753 0.0249 -0.0423 -0.0042
H -2.19375 5.13755 -1.98126 -0.0039 -0.0201 0.0140
H -0.92730 3.04117 -2.22081 -0.0301 0.0159 -0.0134
H 0.08529 -1.50206 -3.21251 0.0745 -0.0784 0.0683
H 0.82576 -1.67134 -5.55312 -0.0289 0.0149 0.0060
H 0.05406 0.00947 -7.21010 0.0033 0.0095 0.0338
H -1.45713 1.83256 -6.49078 0.0121 -0.0326 0.0099
H -2.19390 1.99363 -4.16822 0.0211 -0.0465 0.0007
C 5.01007 -2.16124 3.35271 -0.0104 -0.0051 -0.0445
C 3.64174 -1.85104 3.95095 0.0132 0.0903 -0.0551
N 2.89438 -0.81651 3.22367 0.0150 0.0080 -0.0096
C 3.20743 0.58267 3.52463 0.0820 -0.0823 -0.0784
C 4.10303 1.25035 2.48226 -0.0388 0.0038 0.0114
C 2.01139 -1.11107 2.24606 0.1054 0.0183 -0.0312
C 1.78911 -2.55861 1.89438 -0.0775 0.1082 0.0260
N 1.34290 -0.20090 1.59881 -0.2583 -0.1363 0.0044
H 5.42960 -3.05623 3.81742 -0.0184 0.0810 -0.0057
H 5.71055 -1.34081 3.51457 -0.0260 -0.0146 -0.0363
H 4.93672 -2.33761 2.27651 0.0067 -0.0082 0.0656
H 3.75858 -1.49614 4.97442 -0.0292 -0.0110 0.0422
H 3.03793 -2.75196 4.01180 -0.0495 -0.0044 -0.0344
H 3.69348 0.59769 4.49790 0.0153 -0.0061 0.0319
H 2.27362 1.13935 3.64275 -0.0352 -0.0108 0.0430
H 5.06782 0.74716 2.42554 -0.0124 0.0120 -0.0116
H 4.27796 2.29387 2.75228 -0.0138 -0.0587 -0.0117
H 3.65329 1.22578 1.48742 0.0546 -0.0028 0.0380
H 1.13557 -3.03109 2.63270 0.0607 0.0005 -0.0111
H 2.72240 -3.11675 1.85920 -0.0055 0.0149 0.0006
H 1.31540 -2.62373 0.91795 -0.0088 0.0032 0.0271
H 1.57283 0.74081 1.88388 -0.0738 0.0515 0.0581
Cl 0.65963 -3.85924 -1.70329 -0.0272 0.0202 0.0010
C 2.09105 -3.04793 -2.23959 0.0008 0.2487 0.0667
C 2.99807 -3.71863 -3.02100 0.1011 -0.0197 -0.0526
C 4.15481 -3.06503 -3.44669 -0.0167 -0.0075 0.0066
C 4.40615 -1.74461 -3.07919 0.0970 -0.0530 -0.0637
C 3.50480 -1.07110 -2.29170 -0.1719 -0.0451 0.0743
Cl 3.81088 0.56348 -1.83668 0.0083 -0.0012 0.0022
C 2.28461 -1.67816 -1.83886 -0.0185 -0.0133 0.1327
N 1.40677 -1.02266 -1.11848 0.0699 -0.3083 -0.5637
H 2.81238 -4.74785 -3.29834 -0.0032 0.0337 0.0095
H 4.86776 -3.59198 -4.06748 -0.0269 0.0191 0.0297
H 5.30914 -1.24520 -3.40673 -0.0558 -0.0148 0.0143
Br -4.43983 2.82406 2.92056 0.0112 -0.0203 -0.0322
C -2.95837 2.99672 4.07622 0.0738 -0.0333 -0.0459
C -3.20691 3.30177 5.40672 0.0102 0.0176 0.0739
C -2.15460 3.44010 6.29719 -0.0400 0.0042 0.0401
C -0.84867 3.27360 5.86345 0.0424 -0.0029 -0.0008
C -0.59543 2.96552 4.53675 -0.0436 0.0276 0.0586
C -1.64816 2.82850 3.64182 0.0677 -0.1414 -0.1024
I -1.18878 2.37723 1.64861 -0.1547 0.1952 0.0242
H -4.22869 3.42782 5.73743 0.0158 0.0079 -0.0035
H -2.35966 3.67888 7.33306 0.0014 -0.0050 -0.0432
H -0.02294 3.38483 6.55382 -0.0177 -0.0010 -0.0035
H 0.42130 2.83940 4.19189 0.0074 0.0117 -0.0090
```
Forces are in eV/Å.



3.
The following is a quantum chemistry calculation of a molecular structure, C2H14FO5Zr, from OMol25.

Computed properties:
Total charge: +3
Highest occupied orbital energy: -19.599 eV
Relative energy (zero: lowest compared OMol25 entry of this formula, charge and spin): 0.000 eV

The geometry in XYZ format:
```
23
Properties=species:S:1:pos:R:3:forces:R:3
Zr -1.43265 -2.15979 -0.50472 2.8786 5.4870 -0.3617
F -0.27077 -0.36071 -0.33752 -2.0260 -2.9722 -0.4336
C -1.06619 2.27170 1.97652 0.1335 0.0323 -0.4191
O 0.17036 1.62438 1.72178 -0.1472 -0.1925 -0.0483
H -1.37374 2.80711 1.06687 -0.2069 0.0143 0.1069
H -1.82250 1.50163 2.21187 -0.1309 0.1242 0.0315
H -0.99329 2.97307 2.80103 0.2822 -0.1511 0.0868
H 0.05531 1.10981 0.90759 0.0885 0.2873 0.3309
C 3.17497 0.38185 -0.12859 -0.5292 0.8135 -0.4344
O 2.16085 1.15552 -0.77210 -0.1900 -0.4515 0.0551
H 3.32817 -0.55287 -0.69341 -0.0355 -0.1614 0.1842
H 4.09175 0.95956 -0.20587 0.0243 -0.0395 0.2449
H 2.83469 0.20448 0.89757 0.4233 -0.2705 0.0860
H 1.29891 0.73892 -0.60749 0.4389 0.1683 -0.1022
O -2.75468 -0.44569 -1.30266 -0.1940 -0.7400 0.4392
H -3.62615 -0.43665 -1.75766 0.1494 -0.1466 0.2383
H -2.43323 0.47886 -1.32907 0.0875 -0.2409 0.2014
O -0.04151 -2.39791 1.46897 -0.4552 -0.5638 -1.2677
H -0.07466 -2.33604 2.44836 -0.3516 0.0107 -0.2298
H 0.85097 -2.74540 1.26603 -0.0980 0.1137 0.2656
O -0.73195 -1.70123 -2.66380 -0.4410 -1.0576 0.4652
H -0.34886 -0.86389 -2.99931 0.0810 -0.1119 0.3726
H -0.99579 -2.20670 -3.46438 0.2183 0.0483 0.1884
```
Forces are in eV/Å.



4.
The following is a quantum chemistry calculation of 2 unconnected molecules or ions with the total composition C2O2S, from OMol25.

Computed properties:
Total charge: 0
Highest occupied orbital energy: -10.951 eV
Relative energy (zero: lowest compared OMol25 entry of this formula, charge and spin): 0.198 eV

The geometry in XYZ format:
```
5
Properties=species:S:1:pos:R:3:forces:R:3
C 0.89331 -0.19280 1.38403 1.5716 -0.0351 -0.3563
C -1.05003 0.06927 -0.76337 -1.3721 -3.3038 1.9246
O -1.51017 -0.85432 -0.23452 -0.3565 0.3639 -0.4502
O 1.94842 -0.23442 0.96236 -1.3532 0.0017 0.5882
S -0.28153 1.21227 -1.34850 1.5103 2.9733 -1.7064
```
Forces are in eV/Å.